Computed, not measured: 3 unconnected molecules or ions with the total composition C34H52F13N4O2 in a non-equilibrium geometry, with ωB97M-V/def2-TZVPD.

Calculated values
- HOMO (spin up / spin down): -0.3464 / -0.3857 Eh
- <S²>: 2.01
- Multiplicity: 3
- E: -2994.1448 Ha
- Molecular weight: 795.8 g/mol
- E_LUMO (spin up / spin down): -4.402 / -4.402 eV
- Gap between HOMO and LUMO (spin up / spin down): 0.1846 / 0.2239 Eh
- Net charge: +1

Positions of all 105 atoms, in Å:
C (-2.1894, 0.0251, 4.5688)
C (-1.6148, -1.3803, 4.7050)
C (-0.3057, -1.3785, 5.5298)
C (0.8883, -2.0250, 4.8517)
N (1.5476, -1.1627, 3.8271)
N (0.9018, -0.0413, 3.5653)
C (1.4188, 0.7922, 2.6916)
C (2.6317, 0.5279, 2.0472)
C (3.2805, -0.6671, 2.3218)
C (2.6936, -1.5485, 3.2493)
C (3.3347, -2.8716, 3.5561)
C (2.6953, -4.0479, 2.8015)
C (2.9603, -4.0532, 1.2958)
F (3.3784, -5.2862, 0.9279)
F (3.9439, -3.1817, 0.9686)
C (1.6857, -3.7306, 0.4674)
F (0.9815, -2.7990, 1.1772)
F (0.9333, -4.8226, 0.3706)
C (1.8598, -3.0841, -0.9374)
F (0.6217, -2.8449, -1.3870)
F (2.4885, -1.9023, -0.7857)
C (2.6114, -3.9193, -1.9968)
F (3.8290, -4.2533, -1.5367)
F (1.9178, -5.0449, -2.1830)
C (2.8079, -3.2018, -3.3772)
F (1.8576, -2.2918, -3.5859)
F (2.7126, -4.1389, -4.3290)
C (4.2046, -2.5231, -3.5589)
F (4.1097, -1.6456, -4.5334)
F (5.1100, -3.4121, -3.8755)
F (4.5809, -1.8866, -2.4640)
H (-2.5196, 0.4088, 5.5318)
H (-3.0271, 0.0715, 3.8758)
H (-1.4432, 0.7288, 4.2092)
H (-2.3451, -1.9844, 5.2376)
H (-1.4361, -1.8162, 3.7222)
H (-0.4602, -1.9791, 6.4271)
H (-0.0713, -0.3789, 5.8889)
H (1.6365, -2.2662, 5.6022)
H (0.5578, -2.9378, 4.3626)
H (0.8550, 1.6928, 2.5043)
H (3.0364, 1.2504, 1.3530)
H (4.2133, -0.9259, 1.8493)
H (4.3946, -2.7814, 3.3410)
H (3.2662, -3.0929, 4.6196)
H (1.6299, -4.0707, 3.0022)
H (3.1034, -4.9720, 3.2020)
C (-2.9213, 5.9208, 3.5265)
C (-2.7319, 5.0067, 4.7671)
C (-2.8128, 5.8127, 6.0695)
C (-1.5738, 6.6488, 6.3750)
C (-0.3185, 5.7840, 6.3140)
C (-0.1762, 5.0548, 4.9786)
N (-1.4245, 4.2780, 4.6885)
O (-1.4538, 3.1703, 5.3473)
C (0.1365, 6.0691, 3.8655)
C (1.0038, 4.0935, 5.0332)
C (-3.8714, 3.9939, 4.7604)
H (-2.1148, 5.8127, 2.8061)
H (-3.8321, 5.6594, 2.9903)
H (-2.9918, 6.9750, 3.7959)
H (-2.9752, 5.1203, 6.9016)
H (-3.6953, 6.4527, 6.0221)
H (-1.4965, 7.4918, 5.6835)
H (-1.6674, 7.0827, 7.3714)
H (0.5721, 6.3937, 6.4796)
H (-0.3506, 5.0494, 7.1249)
H (0.1709, 5.5786, 2.8910)
H (1.1136, 6.5149, 4.0509)
H (-0.5762, 6.8866, 3.8082)
H (0.9260, 3.3936, 5.8632)
H (1.9241, 4.6633, 5.1580)
H (1.0804, 3.5232, 4.1044)
H (-3.8103, 3.3406, 3.8884)
H (-4.8154, 4.5359, 4.7143)
H (-3.8803, 3.3736, 5.6541)
C (-3.3606, -2.1709, -7.3163)
C (-2.3915, -1.5345, -8.3494)
C (-1.7730, -2.6030, -9.2604)
C (-0.6773, -3.4388, -8.6029)
C (0.3815, -2.5332, -7.9787)
C (-0.2150, -1.5288, -6.9931)
N (-1.3152, -0.7610, -7.6546)
O (-0.8471, 0.1837, -8.3937)
C (-0.7118, -2.2698, -5.7395)
C (0.8586, -0.5530, -6.5311)
C (-3.2133, -0.5860, -9.2143)
H (-3.1225, -1.8822, -6.2961)
H (-4.3820, -1.8340, -7.4877)
H (-3.3628, -3.2608, -7.3664)
H (-1.3483, -2.1103, -10.1405)
H (-2.5730, -3.2509, -9.6234)
H (-1.1027, -4.1114, -7.8528)
H (-0.2116, -4.0789, -9.3543)
H (1.1379, -3.1293, -7.4622)
H (0.9005, -1.9905, -8.7747)
H (-1.2076, -1.5790, -5.0546)
H (0.1293, -2.7135, -5.2154)
H (-1.4012, -3.0809, -5.9612)
H (1.3432, -0.0535, -7.3668)
H (1.6222, -1.0976, -5.9774)
H (0.4367, 0.2107, -5.8753)
H (-3.6093, 0.2397, -8.6218)
H (-4.0531, -1.1398, -9.6340)
H (-2.6354, -0.1701, -10.0364)